# 1
Entry from OMol25: 4 unconnected molecules or ions with the total composition C2H12O3S2 (wB97M-V/def2-TZVPD).

Atoms and positions in Å:
C -0.69188 -1.49228 -0.55589
C 0.31011 -1.32760 -1.66398
S -0.11439 0.00003 -2.83814
S 0.95368 1.64155 -2.09225
H -0.85669 -0.51656 -0.06457
H -1.70121 -1.76847 -0.85296
H -0.30194 -2.16815 0.20743
H 1.29045 -1.15939 -1.21526
H 0.42213 -2.17074 -2.32715
H 1.18049 2.14318 -3.31219
H 0.65821 1.89259 1.35357
H 1.59122 1.47678 2.35852
O 0.69216 1.24932 2.07686
H -1.28922 1.95637 0.91571
H -1.11492 2.42087 -0.49391
O -1.72447 1.91978 0.05752
H 0.53459 -0.88621 2.25310
H -0.26617 -1.52404 3.41802
O 0.42785 -1.68702 2.77556

The multiplicity is 1. The calculation puts the energy above the lowest of the compared OMol25 structures with the same formula, charge and spin at 78.2 kJ/mol. The value obtained for the gap between HOMO and LUMO is 8.5 eV.

Mulliken atomic charge list, values in e, 5 entries: -0.667 -0.581 -0.036 -0.252 0.127



# 2
Entry from OMol25: a molecular structure, C4HHgLiO2 (wB97M-V/def2-TZVPD).

Atoms and positions in Å:
O 0.03608 2.84651 2.92553
Li -0.11838 4.64917 2.11649
H 0.25593 2.68995 3.85447
C 0.01972 1.73642 2.21123
C 0.01390 0.82515 1.40791
C 0.02940 -0.12092 0.40811
C 0.03729 -0.87999 -0.56222
O 0.03218 -1.62353 -1.54888
Hg -0.09173 -2.44242 -4.03558

The multiplicity is 3. The calculation puts the energy above the lowest of the compared OMol25 structures with the same formula, charge and spin at 0.0 kJ/mol. The value obtained for the gap between HOMO and LUMO (alpha / beta) is 4.5 / 5.5 eV.

Mulliken atomic charge list, values in e, 5 entries: -0.111 -0.357 0.224 0.541 -0.077



# 3
Entry from OMol25: a molecular structure, C21H41Li5O12P (wB97M-V/def2-TZVPD).

Atoms and positions in Å:
Li -6.60943 -19.92947 39.22507
Li -4.43321 -21.88554 40.18942
Li -5.55640 -21.58361 43.80804
Li -8.06058 -20.10950 42.56461
Li -5.04201 -19.15556 41.74205
P -6.30020 -21.17275 41.37572
O -4.85932 -21.04469 41.82954
O -6.41975 -21.76626 39.96040
O -6.79461 -19.69824 41.25468
O -6.97299 -21.79554 42.57195
O -6.49807 -17.86601 45.57215
C -6.78352 -18.71985 44.55005
O -8.00390 -18.97025 44.35881
O -5.84027 -19.25584 43.92534
H -7.40137 -17.80128 45.91267
C -4.98822 -25.85233 40.56243
C -4.90416 -25.37809 39.10571
C -3.62096 -24.53985 39.14010
O -3.73524 -23.82384 40.37984
C -4.48762 -24.61880 41.32713
H -4.34259 -26.72445 40.65030
H -6.00883 -26.09803 40.84495
H -5.71552 -24.71217 38.81783
H -4.75279 -26.22692 38.44062
H -3.60887 -23.84675 38.29893
H -2.70815 -25.13532 39.19991
H -5.34779 -24.01372 41.62109
H -3.87285 -24.83783 42.19798
C -8.04829 -21.57325 35.59602
C -9.14139 -20.51545 35.78526
C -8.43057 -19.40066 36.51251
O -7.62277 -20.16262 37.45513
C -7.12804 -21.35420 36.82845
H -7.46035 -21.31117 34.71438
H -8.39833 -22.59639 35.51191
H -9.95152 -20.92523 36.39090
H -9.58651 -20.24108 34.82933
H -9.02230 -18.78880 37.18574
H -7.72260 -18.85580 35.88530
H -7.24701 -22.17927 37.52652
H -6.09107 -21.21517 36.51608
C -2.13105 -23.76655 45.79341
C -1.62657 -22.43535 45.24047
C -2.93009 -21.65178 44.97634
O -3.96787 -22.62201 44.88625
C -3.65844 -23.70043 45.77776
H -1.67881 -23.96909 46.76730
H -1.77314 -24.65175 45.26077
H -1.06800 -22.43056 44.30683
H -1.03749 -21.86675 45.95896
H -2.89736 -21.14631 44.00714
H -3.14148 -20.87436 45.71766
H -4.08510 -24.60132 45.34467
H -4.10757 -23.45639 46.74271
C -8.02069 -23.98074 47.03914
C -8.61242 -22.56796 46.97765
C -7.76190 -21.82018 45.90570
O -6.80002 -22.77502 45.46208
C -7.28448 -24.08378 45.72251
H -8.84450 -24.66184 47.24656
H -7.31479 -24.07984 47.86482
H -8.50979 -22.09107 47.95070
H -9.65082 -22.57461 46.65409
H -7.35586 -20.92286 46.36255
H -8.41730 -21.61093 45.05917
H -6.46650 -24.80354 45.67438
H -7.92448 -24.39775 44.88306
C -8.38605 -16.72915 41.32609
C -7.13780 -16.20122 40.61471
C -7.79291 -15.45837 39.45889
O -8.86588 -16.30090 39.05524
C -9.25979 -17.12912 40.12899
H -8.79091 -15.86604 41.85686
H -8.21397 -17.56028 42.00139
H -6.44750 -16.96291 40.23598
H -6.58731 -15.56991 41.31340
H -7.13227 -15.30688 38.60565
H -8.16224 -14.47788 39.77624
H -8.97841 -18.18238 39.93447
H -10.33316 -17.19693 40.30670

The multiplicity is 1. Its total charge is +1. The calculation puts the energy above the lowest of the compared OMol25 structures with the same formula, charge and spin at 103.0 kJ/mol. The value obtained for the gap between HOMO and LUMO is 8.4 eV.

Mulliken atomic charge list, values in e, 5 entries: 0.802 0.883 0.942 0.859 0.754



# 4
Entry from OMol25: C6H7N in the gas phase (wB97M-V/def2-TZVPD).

Atoms and positions in Å:
N -0.37410 1.13761 -2.04696
C 0.12958 1.14651 -0.89648
C -0.20966 1.00918 0.56822
C 0.85876 -0.07734 0.89553
C 0.45875 -0.14888 -1.39663
C 0.02464 -0.94590 -0.13741
C -1.19919 -0.20473 0.43339
H -0.45080 1.88153 1.17086
H 1.87830 0.18059 0.59458
H 0.83792 -0.44513 1.92421
H 1.35417 -0.42898 -1.93719
H 0.07454 -2.03826 -0.12870
H -2.10853 -0.12743 -0.16982
H -1.43926 -0.57968 1.43511

The multiplicity is 1. The calculation puts the energy above the lowest of the compared OMol25 structures with the same formula, charge and spin at 475.8 kJ/mol. The value obtained for the gap between HOMO and LUMO is 9.2 eV.

Mulliken atomic charge list, values in e, 5 entries: -0.626 0.694 -0.532 -0.550 -0.535



# 5
Entry from OMol25: a molecular structure, C17H41B2Br3MnO8S4 (wB97M-V/def2-TZVPD).

Atoms and positions in Å:
Mn -16.80517 -1.59068 -20.96682
B -15.83204 -1.48909 -18.83522
H -14.83405 -1.74176 -18.30575
H -16.48852 -1.14688 -17.94115
H -15.67851 -0.59349 -19.52941
H -16.28390 -2.35782 -19.41042
B -16.27753 -3.56803 -21.79333
H -15.45835 -2.80941 -21.56300
H -17.02230 -3.71846 -20.94432
H -16.85072 -3.13535 -22.70889
H -15.74031 -4.52553 -22.15655
C -12.81206 -4.78299 -20.80167
Br -13.00907 -6.63901 -21.36864
Br -11.17024 -4.03483 -21.57627
Br -12.87893 -4.65470 -18.87778
H -13.65647 -4.28716 -21.26584
C -15.90903 -6.99297 -18.21029
C -16.70704 -5.76336 -18.67695
C -18.05535 -6.15200 -19.29414
S -18.38889 -7.90425 -18.93819
O -18.20220 -8.65957 -20.16211
O -19.56079 -8.07142 -18.07394
C -16.90791 -8.06664 -17.81295
H -15.29660 -6.72585 -17.35052
H -15.24309 -7.40175 -18.97087
H -16.12794 -5.11016 -19.32274
H -16.87051 -5.07780 -17.83956
H -17.97001 -5.96642 -20.37057
H -18.90670 -5.49640 -19.10599
H -16.57159 -9.10267 -17.79466
H -17.23289 -7.88816 -16.78590
C -11.87790 -0.16476 -21.38251
C -11.74556 -0.45071 -22.86669
C -13.09157 -0.80017 -23.45288
S -14.20769 0.39244 -22.61750
O -15.20966 -0.43031 -21.95469
O -14.65270 1.57685 -23.32090
C -12.93051 0.98880 -21.37984
H -11.00864 0.17215 -20.81733
H -12.18846 -1.03359 -20.79758
H -11.04916 -1.26625 -23.08193
H -11.24809 0.40205 -23.33427
H -13.47283 -1.81057 -23.33108
H -13.24178 -0.51014 -24.49647
H -13.51540 1.07160 -20.46568
H -12.52051 1.93100 -21.72757
C -17.96562 -2.39687 -25.69284
C -17.22688 -1.25078 -26.36880
C -16.83282 -0.27500 -25.26473
S -18.24623 -0.31242 -24.11108
O -18.99735 0.90539 -24.25029
O -17.78807 -0.85202 -22.85667
C -19.09582 -1.70402 -24.96557
H -17.25054 -2.90683 -25.04054
H -18.25732 -3.13283 -26.44254
H -17.92665 -0.75081 -27.05012
H -16.39256 -1.48289 -27.03127
H -16.70070 0.76753 -25.54081
H -15.98953 -0.65626 -24.68961
H -19.85621 -1.35539 -25.66192
H -19.59652 -2.19977 -24.13426
C -21.10237 -3.90188 -19.49290
C -21.71030 -2.75582 -18.66506
C -21.25650 -1.43115 -19.26416
S -20.31948 -1.80229 -20.78879
O -18.90254 -1.86164 -20.50528
O -20.70620 -0.99854 -21.93516
C -20.95020 -3.46820 -20.97428
H -21.80116 -4.73086 -19.38833
H -20.13466 -4.20904 -19.09826
H -21.35148 -2.82608 -17.63799
H -22.78905 -2.89077 -18.65695
H -20.82645 -0.58984 -18.72568
H -22.17907 -0.97452 -19.64359
H -20.21517 -4.02875 -21.54453
H -21.92385 -3.34323 -21.44375

The multiplicity is 6. The calculation puts the energy above the lowest of the compared OMol25 structures with the same formula, charge and spin at 0.0 kJ/mol. The value obtained for the gap between HOMO and LUMO (alpha / beta) is 8.9 / 9.2 eV.

Mulliken atomic charge list, values in e, 5 entries: -0.214 1.451 -0.271 -0.303 -0.433



# 6
Entry from OMol25: a molecular structure, C34H33N2O5SV (wB97M-V/def2-TZVPD).

Atoms and positions in Å:
V -1.70964 1.49161 -0.21872
O -3.55630 -2.08354 -0.74445
C -2.95769 -0.92316 -0.93579
O -2.95246 -0.00332 -0.02959
C -2.25986 -0.65131 -2.12537
C -2.20954 -1.30951 -3.37330
C -1.55485 -0.69748 -4.40780
C -0.96405 0.58881 -4.24754
C -1.01879 1.15360 -3.00888
N -1.56506 0.51459 -1.96122
C -0.55429 2.50922 -2.54280
O 0.36915 3.11670 -3.05884
O -1.19099 2.89215 -1.45745
H -3.78130 -2.16566 0.19486
H -2.70906 -2.25888 -3.50687
H -1.52389 -1.18234 -5.37403
H -0.51614 1.11778 -5.07627
C -2.83178 3.74071 1.06144
C -2.17382 4.01140 2.26025
C -2.49085 3.29273 3.39964
C -3.45862 2.29327 3.35047
C -4.10897 2.01079 2.16112
C -3.79846 2.73900 1.01329
H -2.59363 4.30931 0.17082
H -1.42311 4.78972 2.30076
H -1.98426 3.50678 4.33139
H -3.70151 1.73449 4.24467
H -4.86114 1.23482 2.12166
H -4.33069 2.54226 0.08774
O -1.31207 -2.27032 1.25379
S -0.25390 -1.96265 0.25039
C -0.14222 -3.35967 -0.86185
C -0.49664 -4.62587 -0.42527
C -0.40583 -5.68823 -1.30908
C 0.03418 -5.47732 -2.61224
C 0.37468 -4.20365 -3.04124
C 0.27589 -3.13144 -2.16374
C 1.31699 -2.23143 1.09221
C 1.27617 -2.45997 2.45513
C 2.46763 -2.61657 3.15321
C 3.68004 -2.53217 2.48666
C 3.70835 -2.30726 1.11481
C 2.52505 -2.15682 0.41036
H -0.84525 -4.76272 0.59062
H -0.67902 -6.68308 -0.98427
H 0.10263 -6.31257 -3.29646
H 0.70159 -4.04245 -4.06012
H 0.50770 -2.12371 -2.49150
H 0.31480 -2.52647 2.94696
H 2.44448 -2.80747 4.21796
H 4.60681 -2.65428 3.03127
H 4.65433 -2.26707 0.59051
H 2.54202 -2.01904 -0.66523
C 3.77425 2.76358 -1.05753
N 2.32612 2.46525 -1.13557
C 2.11570 0.99934 -1.24041
C 1.54792 3.11865 0.01032
C 1.12809 2.18904 1.11420
C 1.92871 2.09704 2.24861
C 1.53049 1.33459 3.33737
C 0.31770 0.67215 3.29982
C -0.48297 0.75260 2.16595
C -0.09561 1.49499 1.04515
H 4.28387 2.32625 -1.91285
H 4.16712 2.33364 -0.13789
H 3.92304 3.84022 -1.05647
H 1.91552 2.88503 -1.98615
H 2.53200 0.51435 -0.35958
H 2.61312 0.64606 -2.14182
H 1.05403 0.76655 -1.28132
H 0.66646 3.56013 -0.44393
H 2.17897 3.92109 0.38680
H 2.86015 2.65150 2.29906
H 2.15882 1.27604 4.21633
H -0.00608 0.09236 4.15528
H -1.42424 0.20722 2.16252

The multiplicity is 2. Its total charge is +1. The calculation puts the energy above the lowest of the compared OMol25 structures with the same formula, charge and spin at 8.0 kJ/mol. The value obtained for the gap between HOMO and LUMO (alpha / beta) is 5.6 / 5.6 eV.

Mulliken atomic charge list, values in e, 5 entries: -0.833 -0.513 0.365 -0.436 -0.086



# 7
Entry from OMol25: C6H12 in the gas phase (wB97M-V/def2-TZVPD).

Atoms and positions in Å:
C -0.89003 1.79793 0.07794
C 0.27673 1.07216 -0.58793
C 0.23905 -0.38383 -0.14968
C -0.94571 -1.16706 -0.66170
C 0.62324 -0.64041 1.30128
C 1.50282 -1.08603 0.11542
H -0.78322 1.74865 1.16313
H -0.93891 2.84250 -0.27154
H -1.85286 1.39379 -0.20647
H 1.24592 1.53780 -0.26078
H 0.19445 1.07166 -1.67964
H -0.98443 -2.18544 -0.24147
H -1.89313 -0.73425 -0.37282
H -0.91247 -1.19408 -1.73297
H 0.15622 -1.46492 1.84711
H 0.99137 0.19512 1.83844
H 1.48547 -2.16795 -0.10820
H 2.48549 -0.63563 -0.07012

The multiplicity is 1. The calculation puts the energy above the lowest of the compared OMol25 structures with the same formula, charge and spin at 108.7 kJ/mol. The value obtained for the gap between HOMO and LUMO is 11.0 eV.

Mulliken atomic charge list, values in e, 5 entries: -1.129 -0.591 1.202 -1.590 -0.889



# 8
Entry from OMol25: a molecular structure, C16H18FN6Pt (wB97M-V/def2-TZVPD).

Atoms and positions in Å:
Pt -0.12571 -0.03724 -0.63056
N -2.37178 -3.36346 -1.80326
C -1.17811 -4.01205 -2.04029
C -0.20905 -3.08171 -1.85313
N -0.79066 -1.87952 -1.52308
C -2.10067 -2.08311 -1.49243
C -3.02521 -1.01756 -1.11037
N -2.55677 0.16181 -0.79050
C -3.63531 0.91034 -0.39686
C -4.77511 0.16730 -0.50244
N -4.37048 -1.06430 -0.95523
H -3.28089 -3.78878 -1.86645
H -1.13026 -5.04920 -2.32242
H 0.85730 -3.18344 -1.96049
H -3.52965 1.93512 -0.08084
H -5.80627 0.39269 -0.29011
H -4.98156 -1.84009 -1.14672
C 0.37465 5.30792 -0.15915
N 0.86580 4.14105 0.58900
C 1.54552 4.26498 1.88669
C 0.71123 2.94338 0.07746
N 0.61452 1.88146 -0.36748
H 0.70530 6.20508 0.35524
H -0.71327 5.31613 -0.20990
H 0.78221 5.31607 -1.16809
H 1.69199 5.32050 2.09565
H 2.52031 3.78037 1.85900
H 0.94817 3.83093 2.68742
F 5.30639 -2.49822 0.17069
C 4.06627 -2.09027 0.47880
C 3.85787 -0.76285 0.80578
C 2.57849 -0.35069 1.11650
C 1.48984 -1.23833 1.08752
C 0.13101 -0.76421 1.34123
C 1.76213 -2.58104 0.80044
C 3.04066 -3.01144 0.48748
H 4.69539 -0.07775 0.81649
H 2.39990 0.68232 1.38782
H 0.03971 0.10124 1.98968
H -0.60978 -1.53479 1.53270
H 0.94954 -3.29822 0.83139
H 3.25633 -4.05040 0.27284

The multiplicity is 1. Its total charge is +1. The calculation puts the energy above the lowest of the compared OMol25 structures with the same formula, charge and spin at 143.6 kJ/mol. The value obtained for the gap between HOMO and LUMO (alpha / beta) is 6.3 / 6.3 eV.

Mulliken atomic charge list, values in e, 5 entries: 0.281 -0.107 -0.533 -0.533 -0.171



no.,maximum force (eV/Å)
1,1.18
2,5.53
3,3.24
4,0.79
5,2.48
6,1.83
7,1.83
8,1.88